(1)
Density functional theory data (the ωB97M-V functional and the def2-TZVPD basis) for a cluster of 2 separate species, C29H35ClNOS in total at a distorted geometry.

Properties
E_HOMO in eV: -3.47
Total energy in Eh: -2114.4704
Energy relative to the best compared isomer or geometry (same formula, charge and spin) in eV: 0.076
Frontier orbital gap in eV: 5.12
Net charge: -1
2S+1: 1
Largest force on an atom in eV Å⁻¹: 2.5
E_LUMO in Eh: 0.060

Cartesian coordinates (Å):
C: 1.42 -6.91 -0.98
N: 0.42 -6.00 -0.46
C: -0.80 -6.65 -0.01
C: 0.62 -4.66 -0.35
C: -0.10 -3.90 0.62
C: 0.05 -2.53 0.69
C: 0.82 -1.82 -0.29
C: 0.82 -0.40 -0.39
C: -0.24 0.44 0.04
C: -0.05 1.86 0.15
C: -1.03 2.72 0.55
C: -0.84 4.25 0.61
C: -1.79 4.92 -0.39
C: 0.59 4.66 0.26
C: -1.16 4.78 2.02
C: -2.34 2.16 0.93
O: -3.26 2.92 1.35
C: -2.58 0.72 0.79
C: -3.98 0.16 1.12
C: -4.40 0.54 2.54
C: -4.03 -1.37 1.02
C: -5.01 0.73 0.13
C: -1.56 -0.06 0.31
C: 1.62 -2.60 -1.18
C: 1.55 -3.98 -1.20
H: 2.38 -6.41 -1.09
H: 1.55 -7.76 -0.30
H: 1.11 -7.32 -1.95
H: -1.61 -5.93 0.09
H: -1.10 -7.41 -0.75
H: -0.65 -7.17 0.95
H: -0.76 -4.42 1.33
H: -0.42 -1.98 1.51
H: 1.68 0.09 -0.85
H: 0.94 2.24 -0.11
H: -2.83 4.68 -0.14
H: -1.66 6.01 -0.35
H: -1.58 4.58 -1.41
H: 1.30 4.23 0.97
H: 0.85 4.35 -0.75
H: 0.68 5.75 0.31
H: -0.48 4.32 2.75
H: -1.03 5.87 2.04
H: -2.19 4.53 2.28
H: -4.42 1.63 2.64
H: -5.40 0.14 2.75
H: -3.69 0.13 3.27
H: -3.81 -1.71 0.00
H: -3.32 -1.83 1.71
H: -5.04 -1.72 1.28
H: -4.73 0.47 -0.90
H: -6.00 0.33 0.35
H: -5.03 1.82 0.22
H: -1.75 -1.12 0.12
H: 2.27 -2.07 -1.88
H: 2.13 -4.55 -1.93
Cl: 7.77 -0.40 -0.85
C: 6.62 0.79 -1.31
C: 6.91 2.15 -1.15
C: 5.95 3.11 -1.54
C: 4.73 2.71 -2.06
C: 4.40 1.33 -2.18
S: 2.90 0.81 -2.68
C: 5.39 0.37 -1.83
H: 7.87 2.45 -0.74
H: 6.18 4.17 -1.41
H: 3.98 3.44 -2.36
H: 5.18 -0.69 -1.95

(2)
Density functional theory data (the ωB97M-V functional and the def2-TZVPD basis) for a structure of composition C29H35F3MoN4O2P2 at a distorted geometry.

Properties
E_HOMO (spin up / spin down) in eV: -12.32 / -12.33
Total energy in Eh: -2545.0731
Energy relative to the best compared isomer or geometry (same formula, charge and spin) in eV: 0.000
Frontier orbital gap (spin up / spin down) in eV: 3.75 / 1.94
Net charge: +2
2S+1: 3
Largest force on an atom in eV Å⁻¹: 5.3
E_LUMO (spin up / spin down) in Eh: -0.315 / -0.382

Cartesian coordinates (Å):
Mo: 0.45 -1.12 1.89
C: -0.90 0.70 3.77
C: -1.28 0.18 2.54
C: -1.15 1.05 1.32
C: -0.07 0.51 0.41
C: 1.36 0.58 0.92
C: 1.67 0.84 2.27
C: 1.10 2.09 2.91
C: -0.01 1.86 3.94
C: 1.24 -1.38 3.85
H: -1.28 0.25 4.69
H: -1.93 -0.71 2.45
H: -0.96 2.11 1.55
H: -2.11 1.04 0.77
H: -0.38 -0.61 0.22
H: -0.12 0.98 -0.58
H: 2.18 0.41 0.21
H: 2.71 0.61 2.60
H: 0.76 2.80 2.14
H: 1.90 2.60 3.48
H: 0.43 1.73 4.95
H: -0.60 2.79 3.99
H: 1.74 -0.55 4.38
H: 1.98 -2.17 3.60
H: 0.44 -1.80 4.47
P: 1.61 -1.02 -1.49
P: -2.09 -0.09 -1.47
N: 3.13 -0.01 -1.90
N: 2.07 -2.38 -2.52
N: -2.16 1.57 -2.22
N: -3.57 -0.75 -2.11
C: 0.52 -0.19 -2.70
C: -0.92 -0.78 -2.70
C: 4.19 0.08 -0.99
C: 5.10 1.02 -1.47
C: 4.58 1.53 -2.70
C: 3.36 0.90 -2.92
C: 2.60 -3.55 -1.98
C: 2.83 -4.45 -3.01
C: 2.45 -3.80 -4.23
C: 2.00 -2.53 -3.90
C: -1.75 2.73 -1.55
C: -1.69 3.78 -2.45
C: -2.07 3.26 -3.73
C: -2.30 1.90 -3.57
C: -4.46 -0.25 -3.07
C: -5.30 -1.28 -3.47
C: -4.94 -2.46 -2.71
C: -3.87 -2.11 -1.91
H: 0.94 -0.29 -3.71
H: 0.51 0.88 -2.44
H: -1.38 -0.63 -3.70
H: -0.91 -1.87 -2.50
H: 4.17 -0.49 -0.08
H: 6.01 1.31 -0.98
H: 5.03 2.28 -3.33
H: 2.65 1.06 -3.73
H: 2.73 -3.61 -0.91
H: 3.21 -5.45 -2.90
H: 2.47 -4.20 -5.23
H: 1.65 -1.74 -4.55
H: -1.58 2.72 -0.48
H: -1.39 4.79 -2.22
H: -2.18 3.83 -4.64
H: -2.58 1.16 -4.31
H: -4.42 0.78 -3.38
H: -6.09 -1.21 -4.21
H: -5.43 -3.42 -2.76
H: -3.28 -2.70 -1.21
F: -2.32 -0.45 8.74
C: -1.26 0.31 8.38
F: -1.72 1.58 8.11
F: -0.41 0.39 9.45
C: -0.47 -0.21 7.12
O: -1.00 -1.17 6.52
O: 0.56 0.45 6.92